(1)
{
  "formula": "C52H47GeOP2SW",
  "method": "wB97M-V/def2-TZVPD",
  "species": ["W", "O", "S", "C", "C", "C", "C", "C", "C", "C", "C", "C", "C", "P", "C", "C", "C", "C", "C", "C", "C", "C", "C", "C", "C", "C", "C", "C", "C", "C", "C", "C", "C", "C", "C", "C", "C", "C", "P", "C", "C", "C", "C", "C", "C", "C", "C", "C", "C", "C", "C", "C", "C", "H", "H", "H", "H", "H", "H", "H", "H", "H", "H", "H", "H", "H", "H", "H", "H", "H", "H", "H", "H", "H", "H", "H", "H", "H", "H", "H", "H", "H", "H", "H", "H", "H", "H", "H", "H", "C", "Ge", "C", "C", "C", "H", "H", "H", "H", "H", "H", "H", "H", "H", "H", "H"],
  "positions_angstrom": [[-0.818, 0.273, -0.204], [0.706, 0.613, 1.362], [1.180, -0.533, 0.462], [2.591, -0.106, -0.482], [3.425, -1.123, -0.919], [4.629, -0.870, -1.583], [5.009, 0.441, -1.733], [6.272, 1.037, -2.294], [6.089, 2.568, -2.143], [4.696, 2.739, -1.598], [3.962, 3.860, -1.319], [2.632, 3.682, -0.908], [2.029, 2.449, -0.691], [0.216, 2.551, -0.644], [-0.340, 2.976, -2.312], [0.530, 3.219, -3.373], [0.021, 3.496, -4.637], [-1.349, 3.538, -4.850], [-2.224, 3.291, -3.799], [-1.723, 2.996, -2.540], [-0.149, 3.924, 0.476], [-0.957, 4.991, 0.084], [-1.215, 6.027, 0.974], [-0.661, 6.006, 2.246], [0.148, 4.943, 2.636], [0.404, 3.903, 1.758], [2.836, 1.271, -0.812], [4.124, 1.471, -1.349], [1.504, -1.866, 1.543], [2.841, -2.076, 1.863], [3.272, -2.997, 2.814], [2.314, -3.694, 3.500], [2.457, -4.725, 4.583], [1.008, -5.047, 5.015], [0.146, -4.180, 4.141], [-1.214, -4.024, 4.117], [-1.740, -3.128, 3.185], [-0.977, -2.383, 2.288], [-1.940, -1.352, 1.182], [-3.446, -2.228, 0.722], [-4.702, -1.630, 0.816], [-5.831, -2.335, 0.427], [-5.711, -3.634, -0.051], [-4.460, -4.234, -0.138], [-3.326, -3.535, 0.244], [-2.322, 0.267, 1.877], [-2.845, 1.211, 0.956], [-3.021, 2.544, 1.340], [-2.638, 2.947, 2.603], [-2.081, 2.031, 3.494], [-1.899, 0.706, 3.133], [0.452, -2.519, 2.291], [0.947, -3.430, 3.250], [3.156, -2.152, -0.714], [5.251, -1.694, -1.907], [6.396, 0.744, -3.338], [7.147, 0.664, -1.762], [6.213, 3.095, -3.089], [6.818, 2.996, -1.453], [4.354, 4.859, -1.456], [2.024, 4.575, -0.798], [1.602, 3.205, -3.229], [0.699, 3.689, -5.458], [-1.737, 3.766, -5.834], [-3.293, 3.331, -3.962], [-2.416, 2.808, -1.726], [-1.369, 5.033, -0.915], [-1.831, 6.861, 0.664], [-0.846, 6.823, 2.931], [0.594, 4.935, 3.622], [1.045, 3.084, 2.065], [3.600, -1.484, 1.375], [4.329, -3.123, 3.005], [3.060, -4.335, 5.404], [2.982, -5.601, 4.202], [0.833, -4.825, 6.069], [0.761, -6.100, 4.875], [-1.873, -4.560, 4.787], [-2.817, -3.011, 3.157], [-4.817, -0.634, 1.222], [-6.807, -1.877, 0.514], [-6.595, -4.183, -0.348], [-4.370, -5.250, -0.500], [-2.358, -4.020, 0.183], [-3.320, 0.873, 0.031], [-3.469, 3.251, 0.653], [-2.769, 3.979, 2.903], [-1.784, 2.358, 4.482], [-1.445, 0.008, 3.825], [-2.879, -2.817, -3.128], [-0.997, -2.433, -2.850], [0.014, -2.215, -4.494], [-0.068, -3.587, -1.573], [-0.928, -0.618, -1.952], [-3.256, -2.235, -3.970], [-3.476, -2.582, -2.247], [-3.018, -3.874, -3.360], [0.044, -3.159, -5.039], [1.042, -1.915, -4.286], [-0.446, -1.469, -5.142], [-0.148, -4.636, -1.860], [-0.464, -3.473, -0.562], [0.995, -3.330, -1.557], [-1.957, -0.130, -1.935], [-0.257, 0.059, -2.525]],
  "atomic_forces_ev_per_a": [[-0.10, 0.18, -0.73], [-0.03, 0.09, 0.18], [0.24, -0.12, 0.00], [-0.05, 0.03, -0.01], [-0.04, -0.12, -0.01], [0.05, -0.02, -0.02], [0.01, 0.04, 0.00], [-0.09, 0.01, 0.04], [-0.03, 0.00, 0.04], [-0.02, 0.00, -0.01], [0.09, -0.03, -0.02], [-0.06, 0.01, 0.00], [0.07, 0.08, 0.00], [0.01, -0.07, 0.20], [-0.08, 0.00, -0.08], [-0.04, 0.04, -0.05], [0.00, -0.02, 0.03], [0.06, 0.01, -0.04], [-0.02, -0.05, 0.13], [0.06, 0.05, -0.12], [-0.04, 0.08, -0.08], [-0.01, -0.02, 0.05], [0.02, -0.04, -0.02], [0.01, -0.01, -0.02], [0.03, 0.02, 0.04], [0.03, -0.07, -0.01], [-0.07, 0.04, 0.01], [0.05, 0.00, -0.02], [0.13, -0.12, 0.07], [0.05, 0.11, -0.07], [-0.01, -0.06, 0.08], [-0.02, -0.03, 0.02], [-0.05, 0.06, -0.07], [0.01, 0.02, -0.02], [0.00, -0.01, -0.01], [-0.01, -0.02, 0.03], [-0.06, 0.05, -0.06], [-0.04, -0.02, -0.01], [0.09, -0.21, 0.21], [0.00, 0.06, -0.04], [-0.03, 0.00, 0.04], [0.01, -0.04, -0.02], [0.05, 0.01, -0.01], [-0.05, 0.02, 0.04], [0.04, -0.07, 0.03], [0.00, 0.01, 0.11], [-0.09, 0.12, 0.01], [-0.01, 0.03, -0.08], [-0.03, 0.08, 0.06], [0.05, -0.08, 0.04], [0.01, 0.03, 0.05], [-0.07, 0.04, -0.01], [0.07, -0.03, 0.02], [0.03, 0.04, -0.02], [-0.01, 0.01, 0.00], [-0.01, -0.01, -0.01], [0.01, 0.01, 0.01], [-0.01, 0.01, -0.01], [0.00, -0.01, 0.00], [0.00, -0.02, -0.01], [0.00, -0.01, 0.00], [-0.01, -0.02, 0.03], [0.00, 0.00, 0.02], [0.01, -0.01, 0.03], [0.01, -0.01, 0.01], [-0.01, 0.00, 0.04], [0.00, 0.01, -0.02], [0.01, -0.01, -0.01], [0.00, -0.01, 0.00], [-0.01, 0.00, -0.02], [0.00, 0.02, -0.01], [-0.02, -0.01, 0.01], [-0.02, 0.01, 0.00], [0.00, 0.00, 0.01], [0.00, -0.01, 0.00], [0.00, 0.00, -0.01], [-0.01, 0.01, 0.00], [0.03, 0.00, -0.02], [-0.01, 0.00, -0.01], [0.01, 0.03, 0.01], [0.02, 0.00, 0.00], [0.01, 0.01, 0.01], [0.01, 0.01, 0.01], [-0.07, 0.03, 0.03], [0.01, -0.06, -0.06], [-0.01, -0.01, 0.01], [0.00, -0.04, -0.01], [-0.01, -0.01, -0.02], [-0.01, -0.01, 0.00], [-0.05, 0.06, 0.01], [0.09, -0.08, -0.14], [0.02, -0.05, 0.03], [0.06, 0.05, 0.04], [-0.23, 0.02, 0.22], [0.04, -0.01, 0.00], [0.03, 0.00, -0.03], [0.03, 0.02, 0.00], [0.00, 0.01, 0.01], [-0.03, 0.00, 0.01], [-0.02, 0.00, 0.03], [-0.02, 0.02, -0.02], [0.05, 0.00, -0.06], [-0.05, -0.02, -0.02], [-0.06, -0.07, -0.08], [0.10, 0.07, 0.08]],
  "total_charge": 3,
  "homo_energy_ev": -15.49,
  "gap_ev": 6.32,
  "lumo_ev": -9.165,
  "de_lowest_kcal_mol": 0.52,
  "spin_multiplicity": 1,
  "energy_ha": -5308.954058
}

=====

(2)
{
  "formula": "C26H47Br2ClF3IN3O9PS2",
  "method": "wB97M-V/def2-TZVPD",
  "species": ["C", "C", "C", "I", "C", "Cl", "C", "O", "C", "C", "C", "C", "F", "Br", "C", "F", "F", "Br", "C", "C", "O", "N", "C", "C", "N", "C", "C", "C", "O", "O", "C", "O", "P", "N", "H", "H", "H", "H", "H", "H", "H", "H", "H", "H", "H", "H", "H", "H", "H", "H", "H", "H", "H", "H", "H", "H", "H", "H", "H", "H", "H", "H", "H", "H", "H", "C", "C", "C", "S", "O", "O", "C", "H", "H", "H", "H", "H", "H", "H", "H", "C", "C", "C", "S", "O", "O", "C", "H", "H", "H", "H", "H", "H", "H", "H"],
  "positions_angstrom": [[0.556, -7.704, 0.866], [1.128, -6.359, 0.387], [0.328, -5.148, 0.887], [1.639, -3.616, 1.614], [-0.746, -4.545, -0.063], [-1.355, -5.860, -1.128], [-1.942, -4.065, 0.771], [-2.915, -3.536, -0.089], [-3.660, -2.365, 0.243], [-2.796, -1.091, 0.087], [-1.978, -0.604, 1.292], [-1.764, 0.914, 1.268], [-1.926, 1.417, -0.008], [-3.007, 1.867, 2.418], [-0.328, 1.334, 1.654], [-0.157, 2.668, 1.516], [0.533, 0.722, 0.778], [0.188, 0.841, 3.443], [-4.759, -2.328, -0.847], [-5.004, -3.646, -1.542], [-4.343, -4.028, -2.498], [-6.099, -4.400, -1.009], [-7.362, -3.920, -1.583], [-5.914, -5.829, -1.234], [-4.154, -2.534, 1.617], [-4.854, -3.811, 1.870], [-4.864, -1.432, 2.128], [-5.281, -1.555, 3.568], [-5.097, -0.436, 1.455], [-0.321, -3.446, -0.815], [0.393, -3.642, -2.018], [1.516, -2.816, -2.074], [-0.704, -3.132, -3.432], [-1.153, -1.625, -3.411], [1.366, -8.387, 1.124], [-0.093, -7.584, 1.731], [-0.021, -8.189, 0.078], [1.173, -6.358, -0.700], [2.158, -6.270, 0.731], [-0.215, -5.437, 1.787], [-2.355, -4.947, 1.268], [-1.587, -3.373, 1.536], [-3.432, -0.286, -0.266], [-2.107, -1.342, -0.714], [-2.411, -0.886, 2.247], [-0.986, -1.063, 1.263], [-5.684, -1.959, -0.411], [-4.441, -1.633, -1.626], [-7.299, -3.772, -2.667], [-8.136, -4.659, -1.392], [-7.659, -2.978, -1.119], [-5.031, -6.175, -0.694], [-6.780, -6.359, -0.834], [-5.805, -6.092, -2.291], [-4.450, -4.560, 1.197], [-5.927, -3.738, 1.692], [-4.675, -4.139, 2.895], [-5.340, -0.544, 3.971], [-6.264, -2.020, 3.630], [-4.566, -2.136, 4.144], [0.757, -4.666, -2.102], [1.233, -1.914, -2.271], [-1.733, -4.079, -3.492], [0.082, -3.469, -4.543], [-0.915, -1.168, -2.541], [2.980, 4.682, 0.284], [1.592, 5.336, 0.311], [1.800, 6.856, 0.314], [3.362, 7.145, -0.532], [4.305, 7.698, 0.411], [3.137, 7.798, -1.794], [3.768, 5.419, -0.794], [2.921, 3.616, 0.073], [3.471, 4.806, 1.252], [1.033, 5.041, -0.579], [1.015, 5.020, 1.177], [1.023, 7.398, -0.218], [1.906, 7.255, 1.321], [4.846, 5.301, -0.723], [3.426, 5.157, -1.795], [7.568, 7.710, 0.531], [7.261, 7.805, -0.969], [8.543, 8.271, -1.670], [9.909, 7.688, -0.653], [10.608, 8.828, -0.115], [10.637, 6.655, -1.346], [8.899, 6.971, 0.640], [6.776, 7.197, 1.070], [7.664, 8.711, 0.955], [6.973, 6.821, -1.347], [6.434, 8.483, -1.164], [8.665, 7.857, -2.667], [8.617, 9.356, -1.710], [9.412, 7.100, 1.589], [8.792, 5.910, 0.411]],
  "atomic_forces_ev_per_a": [[0.11, -0.08, -0.38], [0.19, -0.12, 0.15], [-0.22, -0.09, -0.09], [-0.06, 0.18, 0.05], [0.21, 0.45, 0.32], [-0.36, -0.22, -0.18], [0.06, -0.01, -0.15], [0.04, 0.04, 0.00], [0.44, -0.26, 0.06], [-0.01, -0.01, 0.17], [0.32, -0.12, -0.12], [-0.09, 0.22, -0.20], [0.16, -0.17, 0.38], [0.02, 0.02, -0.09], [0.56, 0.03, -0.45], [-0.08, -0.57, -0.07], [-0.48, 0.49, 0.48], [-0.05, -0.12, -0.05], [-0.14, 0.26, -0.49], [0.48, -0.44, -0.93], [-0.72, 0.35, 1.37], [0.44, -0.24, -0.37], [-0.05, 0.25, 0.16], [-0.16, -0.22, -0.07], [-0.85, 0.37, -0.29], [0.35, -0.07, 0.32], [0.16, 0.34, -0.67], [0.01, 0.31, -0.01], [0.15, -0.79, 0.73], [-0.25, -0.11, 0.13], [0.40, 0.12, -0.48], [-0.04, -0.23, 0.24], [-0.42, 0.47, 0.11], [0.46, -0.41, 0.04], [-0.05, 0.02, 0.10], [0.04, -0.05, 0.10], [-0.10, 0.06, 0.09], [0.09, 0.09, -0.03], [-0.08, 0.05, 0.05], [0.08, -0.05, -0.01], [0.10, -0.01, 0.17], [0.02, 0.21, -0.06], [-0.04, -0.08, 0.05], [-0.01, 0.04, -0.23], [-0.07, 0.06, 0.03], [0.00, -0.05, 0.00], [0.02, 0.09, 0.03], [0.00, -0.01, 0.07], [0.02, -0.07, -0.03], [-0.04, 0.03, 0.11], [-0.01, 0.00, -0.05], [0.05, 0.05, -0.09], [0.03, 0.05, 0.03], [0.03, 0.02, -0.01], [-0.12, 0.00, 0.03], [-0.02, -0.02, -0.06], [-0.03, 0.04, -0.01], [-0.10, -0.08, 0.01], [-0.04, -0.02, 0.07], [-0.02, -0.10, 0.02], [-0.07, 0.02, -0.04], [-0.04, 0.13, -0.01], [-0.03, -0.15, 0.05], [0.05, -0.14, -0.09], [-0.21, 0.25, 0.07], [-0.02, 0.06, 0.01], [0.03, 0.03, -0.01], [-0.13, -0.15, 0.04], [-0.06, -0.10, -0.05], [0.03, 0.05, 0.02], [0.07, 0.07, 0.01], [-0.04, -0.14, 0.07], [-0.01, -0.01, 0.00], [0.02, 0.00, 0.00], [0.01, 0.00, -0.02], [-0.02, 0.00, 0.01], [0.03, 0.06, -0.02], [0.07, 0.02, 0.00], [0.02, 0.07, -0.02], [0.00, 0.01, -0.02], [0.07, -0.01, -0.05], [0.07, 0.04, 0.00], [-0.21, -0.04, -0.03], [-0.03, -0.04, -0.03], [0.05, 0.03, 0.01], [0.04, 0.00, 0.01], [-0.16, 0.01, 0.06], [-0.03, 0.02, 0.00], [0.01, 0.01, 0.01], [0.02, -0.02, 0.00], [-0.03, -0.01, 0.00], [0.06, 0.01, -0.01], [0.05, 0.02, 0.05], [0.07, 0.01, -0.03], [0.02, -0.01, -0.01]],
  "homo_energy_ev": -8.99,
  "gap_ev": 9.07,
  "lumo_ev": 0.078,
  "spin_multiplicity": 1,
  "energy_ha": -9203.490896,
  "smiles": "CC[C@@H](I)[C@@](Cl)(CO[C@@](CC[C@@](F)(Br)C(F)(F)Br)(CC(=O)N(C)C)N(C)C(C)=O)O[C@H](O)[PH2]=N.O=S1(=O)CCCC1.O=S1(=O)CCCC1"
}